*P*
The following is a quantum chemistry calculation of a molecular structure, C36H38N4O2PSbY, from the OMol25 dataset.

The geometry in XYZ format:
```
83
Properties=species:S:1:pos:R:3
Y 0.141 -0.847 -0.762
O 0.194 -2.045 1.010
C 1.043 -2.408 1.936
C 0.582 -2.794 3.208
C 1.466 -3.159 4.198
C 2.844 -3.178 3.970
C 3.313 -2.835 2.726
C 2.440 -2.431 1.698
C 3.031 -2.120 0.423
N 2.485 -1.541 -0.589
C 3.310 -1.487 -1.808
C 2.590 -0.688 -2.885
N 1.199 -1.123 -2.928
C 0.770 -1.726 -3.980
C -0.530 -2.312 -4.169
C -0.846 -2.787 -5.456
C -2.051 -3.389 -5.719
C -2.965 -3.551 -4.673
C -2.682 -3.116 -3.398
C -1.462 -2.476 -3.109
O -1.207 -2.063 -1.898
H -0.487 -2.804 3.383
H 1.082 -3.448 5.169
H 3.526 -3.475 4.754
H 4.377 -2.863 2.520
H 4.075 -2.438 0.329
H 4.287 -1.045 -1.595
H 3.470 -2.506 -2.169
H 2.614 0.376 -2.630
H 3.090 -0.815 -3.850
H 1.446 -1.818 -4.837
H -0.114 -2.667 -6.247
H -2.286 -3.744 -6.712
H -3.913 -4.038 -4.867
H -3.384 -3.261 -2.587
N 0.837 2.548 0.716
P 0.478 1.071 1.491
C 1.804 0.986 2.722
C 3.120 1.077 2.262
C 4.179 0.947 3.142
C 3.934 0.702 4.489
C 2.631 0.597 4.948
C 1.565 0.742 4.069
C -1.031 1.368 2.452
C -1.831 0.265 2.741
C -2.998 0.425 3.478
C -3.377 1.686 3.911
C -2.586 2.791 3.619
C -1.413 2.632 2.899
C 0.738 2.743 -0.644
C 0.842 4.050 -1.152
C 0.697 4.260 -2.500
C 0.446 3.170 -3.336
C 0.387 1.926 -2.763
N 0.546 1.686 -1.443
H 1.094 3.362 1.256
H 3.316 1.254 1.210
H 5.196 1.030 2.781
H 4.760 0.594 5.179
H 2.438 0.406 5.995
H 0.550 0.659 4.440
H -1.541 -0.719 2.387
H -3.614 -0.436 3.704
H -4.291 1.812 4.477
H -2.880 3.776 3.957
H -0.802 3.500 2.681
H 1.015 4.872 -0.471
H 0.768 5.262 -2.902
H 0.307 3.287 -4.400
H 0.209 1.050 -3.376
C -4.546 0.270 -0.051
Sb -2.703 0.808 -0.961
C -3.328 0.723 -2.996
C -2.847 2.919 -0.714
H -5.362 0.802 -0.537
H -4.518 0.532 1.006
H -4.707 -0.803 -0.142
H -4.249 1.294 -3.111
H -3.500 -0.313 -3.286
H -2.564 1.146 -3.648
H -3.833 3.255 -1.033
H -2.091 3.412 -1.327
H -2.692 3.194 0.329
```

Values from the calculation:
Charge ... +1
2S+1 ... 1


*Q*
The following is a quantum chemistry calculation of a molecular structure, C36H38N4O2PSbY, from the OMol25 dataset.

The geometry in XYZ format:
```
83
Properties=species:S:1:pos:R:3
Y -0.676 -0.441 0.359
O -2.446 0.543 -0.116
C -3.486 0.877 0.631
C -4.248 2.012 0.316
C -5.288 2.406 1.123
C -5.654 1.660 2.260
C -4.978 0.499 2.525
C -3.887 0.086 1.730
C -3.425 -1.281 1.886
N -2.377 -1.789 1.346
C -2.324 -3.253 1.202
C -1.006 -3.664 0.549
N -0.614 -2.667 -0.457
C -0.381 -3.019 -1.664
C 0.011 -2.143 -2.768
C -0.011 -2.721 -4.046
C 0.291 -1.988 -5.170
C 0.627 -0.642 -5.004
C 0.674 -0.054 -3.753
C 0.380 -0.791 -2.605
O 0.464 -0.240 -1.402
H -3.968 2.579 -0.563
H -5.841 3.303 0.870
H -6.479 1.975 2.885
H -5.284 -0.135 3.351
H -4.122 -1.948 2.404
H -3.149 -3.562 0.561
H -2.438 -3.766 2.160
H -1.109 -4.662 0.118
H -0.219 -3.710 1.307
H -0.491 -4.075 -1.924
H -0.285 -3.768 -4.136
H 0.264 -2.439 -6.152
H 0.859 -0.041 -5.875
H 0.937 0.990 -3.640
N 0.915 2.185 2.273
P 0.021 2.385 0.792
C -1.279 3.552 1.289
C -1.827 3.452 2.565
C -2.884 4.271 2.943
C -3.402 5.192 2.044
C -2.872 5.286 0.763
C -1.819 4.464 0.384
C 1.198 3.365 -0.157
C 1.874 2.740 -1.203
C 2.849 3.434 -1.912
C 3.150 4.744 -1.573
C 2.482 5.370 -0.525
C 1.505 4.684 0.181
C 0.847 1.086 3.092
C 1.609 1.043 4.278
C 1.522 -0.056 5.088
C 0.681 -1.122 4.737
C -0.014 -1.005 3.568
N 0.057 0.063 2.740
H 1.514 2.932 2.594
H -1.438 2.733 3.277
H -3.302 4.185 3.938
H -4.219 5.837 2.341
H -3.276 6.000 0.056
H -1.419 4.542 -0.621
H 1.636 1.714 -1.453
H 3.372 2.950 -2.728
H 3.907 5.284 -2.128
H 2.720 6.393 -0.265
H 0.972 5.182 0.984
H 2.249 1.880 4.530
H 2.104 -0.094 6.001
H 0.570 -2.002 5.353
H -0.681 -1.795 3.243
C 4.170 -0.833 1.599
Sb 2.405 -1.711 0.818
C 3.263 -2.518 -0.939
C 2.550 -3.516 1.958
H 4.961 -1.583 1.589
H 3.994 -0.498 2.622
H 4.473 0.024 0.997
H 4.131 -3.113 -0.653
H 3.575 -1.717 -1.609
H 2.547 -3.148 -1.465
H 3.604 -3.708 2.166
H 2.151 -4.356 1.387
H 2.010 -3.442 2.902
```

Values from the calculation:
Charge ... +1
2S+1 ... 1


Relative energies with respect to the most stable structure, expressed in kcal/mol: *P* 0.0; *Q* 13.5.


*P*
The following is a quantum chemistry calculation of a gas-phase ion, C3H7ClN3 (charge +1), from the OMol25 dataset.

The geometry in XYZ format:
```
14
Properties=species:S:1:pos:R:3
C -0.231 0.520 0.387
C 0.760 -0.422 -0.183
C 0.026 -1.431 -1.089
N -0.847 -0.771 -1.966
N -1.288 0.834 -0.273
N -0.096 0.949 1.656
Cl -0.723 -2.795 -0.010
H 1.383 0.288 -0.805
H 1.330 -1.039 0.592
H 0.805 -1.834 -1.722
H -1.855 -0.956 -1.847
H -1.997 1.482 -0.223
H 0.776 0.793 2.043
H -0.819 1.514 1.990
```

Values from the calculation:
Charge ... +1
2S+1 ... 1


*Q*
The following is a quantum chemistry calculation of a gas-phase ion, C3H7ClN3 (charge +1), from the OMol25 dataset.

The geometry in XYZ format:
```
14
Properties=species:S:1:pos:R:3
C 0.478 0.433 0.319
C -0.933 0.003 -0.017
C -0.792 -0.968 -1.161
N 0.225 -1.818 -0.970
N 1.409 -0.323 -0.124
N 0.721 1.534 1.035
Cl -0.943 -0.100 -2.758
H -1.374 -0.337 0.980
H -1.668 0.740 -0.036
H -1.757 -1.724 -1.226
H 0.851 -2.122 -1.762
H 2.360 -0.414 0.134
H 0.353 2.428 0.808
H 1.580 1.568 1.550
```

Values from the calculation:
Charge ... +1
2S+1 ... 1


Relative energies with respect to the most stable structure, expressed in kcal/mol: *P* 10.1; *Q* 0.0.


*P*
The following is a quantum chemistry calculation of a molecular structure, C3H11N5, from the OMol25 dataset.

The geometry in XYZ format:
```
19
Properties=species:S:1:pos:R:3
N 1.042 -0.239 0.658
N 2.354 -0.765 0.493
C -0.152 -1.124 0.605
C -1.272 -1.120 1.376
H 0.969 0.493 1.365
H 2.947 -0.051 0.072
H 2.303 -1.520 -0.188
H 0.330 -2.079 0.822
H -1.967 -0.286 1.411
H -1.651 -2.008 1.861
N -1.724 0.239 -1.249
N 0.049 2.039 -0.250
C 0.479 0.820 -0.791
N -0.397 -0.159 -1.243
H -2.324 -0.559 -0.995
H -2.110 0.588 -2.118
H -0.945 1.988 -0.026
H 0.664 2.820 -0.432
H 1.405 0.922 -1.371
```

Values from the calculation:
2S+1 ... 1


*Q*
The following is a quantum chemistry calculation of 2 unconnected molecules or ions with the total composition C3H11N5, from the OMol25 dataset.

The geometry in XYZ format:
```
19
Properties=species:S:1:pos:R:3
C -0.511 1.455 0.995
C -0.533 0.958 -1.407
N -1.040 0.577 -0.041
N 2.223 -1.499 0.487
C 1.011 -1.609 0.399
N -2.460 0.598 -0.095
N 3.258 -1.947 -0.319
N -0.121 -1.983 0.651
H -2.804 -0.045 0.612
H -2.875 1.510 0.119
H 3.041 -2.827 -0.786
H 4.078 -2.063 0.272
H -0.890 -1.331 0.528
H -0.885 1.133 1.968
H 0.576 1.410 0.985
H -0.800 2.504 0.835
H 0.553 0.909 -1.417
H -0.860 1.977 -1.651
H -0.959 0.272 -2.133
```

Values from the calculation:
SMILES ... CN(C)N.N=C=NN
2S+1 ... 1


Relative energies with respect to the most stable structure, expressed in kcal/mol: *P* 74.9; *Q* 0.0.


*P*
The following is a quantum chemistry calculation of 2 unconnected molecules or ions with the total composition C5H6Si, from the OMol25 dataset.

The geometry in XYZ format:
```
12
Properties=species:S:1:pos:R:3
C -1.125 1.726 -1.523
C -4.147 0.328 2.022
C -1.333 1.519 -0.354
C -3.063 0.714 1.663
C 1.568 -0.575 -0.222
Si -1.289 1.254 1.490
H -1.007 1.898 -2.556
H -5.114 -0.002 2.274
H 1.885 -0.159 0.725
H 0.639 -1.114 -0.087
H 2.327 -1.254 -0.591
H 1.417 0.224 -0.935
```

Values from the calculation:
2S+1 ... 1


*Q*
The following is a quantum chemistry calculation of a molecular structure, C5H6Si, from the OMol25 dataset.

The geometry in XYZ format:
```
12
Properties=species:S:1:pos:R:3
C 0.047 -0.606 2.227
C 0.405 0.618 2.030
C 0.190 0.759 -2.212
C -0.676 -0.302 -2.223
C -0.324 0.051 0.908
Si 0.477 -0.504 -0.771
H -0.001 -1.390 2.873
H 0.595 1.662 2.259
H 0.309 1.588 -2.956
H -1.541 -0.615 -2.758
H -1.346 0.348 0.867
H 1.866 -1.609 -0.243
```

Values from the calculation:
2S+1 ... 1


Relative energies with respect to the most stable structure, expressed in kcal/mol: *P* 0.0; *Q* 33.1.